Entry A
2 unconnected molecules or ions with the total composition C2H3IN2O2. Source: the Open Molecules 2025 dataset; level of theory: wB97M-V/def2-TZVPD.

Its lowest unoccupied orbital energy (alpha / beta) is -0.0150 / -0.0438 Ha. The calculation puts the gap between HOMO and LUMO (alpha / beta) at 0.2802 / 0.2759 Ha.

```
! wB97M-V def2-TZVPD RIJCOSX def2/J DEFGRID3
* xyz 0 1
C 1.718 -1.319 0.457
C 0.882 0.472 1.330
H -0.233 1.662 -0.043
N -1.356 0.472 0.789
H 2.721 -1.280 0.955
O -2.203 0.811 -0.071
I 2.768 1.407 1.180
N -0.143 0.938 0.599
O 1.589 -2.029 -0.489
H -1.453 -0.470 1.162
*
```

Entry B
A single C2H3IN2O2 molecule. Source: the Open Molecules 2025 dataset; level of theory: wB97M-V/def2-TZVPD.

Its lowest unoccupied orbital energy is -0.0083 Ha. The calculation puts the gap between HOMO and LUMO at 0.3608 Ha. As for the SMILES: O=NN[C@@]1(I)CO1.

```
! wB97M-V def2-TZVPD RIJCOSX def2/J DEFGRID3
* xyz 0 1
N 1.225 -1.450 0.224
H -0.544 -1.853 -0.873
N 0.039 -1.035 -0.311
O 1.454 -2.630 0.052
H 1.144 1.365 0.885
H -0.315 2.337 0.645
C -0.509 0.226 -0.082
O -0.043 1.389 -1.061
C 0.188 1.492 0.307
I -2.638 0.159 0.214
*
```

Stability ranking, top entry: entry B; the second entry is 61.6 kcal/mol less favorable.

Entry A
2 unconnected molecules or ions with the total composition C6H8S. Source: the Open Molecules 2025 dataset; level of theory: wB97M-V/def2-TZVPD.

Its lowest unoccupied orbital energy is -0.0458 Ha. The calculation puts the gap between HOMO and LUMO at 0.2825 Ha.

```
! wB97M-V def2-TZVPD RIJCOSX def2/J DEFGRID3
* xyz 0 1
H 0.590 -0.930 2.430
H 1.341 -2.068 1.198
C 0.394 -1.521 1.514
H 0.025 2.473 -0.422
C -0.481 1.571 -0.429
C 0.116 0.769 -1.490
S 0.288 1.911 -3.838
H -0.550 -1.970 1.361
C 0.537 -0.421 -0.961
H -1.479 2.062 -0.662
H -0.558 1.139 -4.277
H 0.868 -1.306 -1.404
C -0.338 0.819 0.846
H -0.543 1.261 1.756
C 0.149 -0.394 0.550
*
```

Entry B
A molecular structure, C6H8S. Source: the Open Molecules 2025 dataset; level of theory: wB97M-V/def2-TZVPD.

Its lowest unoccupied orbital energy is 0.0317 Ha. The calculation puts the gap between HOMO and LUMO at 0.3560 Ha.

```
! wB97M-V def2-TZVPD RIJCOSX def2/J DEFGRID3
* xyz 0 1
H -0.436 -2.337 0.440
S 1.725 1.839 -0.506
C -0.462 0.482 1.042
C 0.568 0.502 -0.038
H 2.053 0.986 -1.617
C -0.141 -1.447 0.350
C -0.658 0.359 -1.087
C 1.001 -0.932 0.108
C -1.130 -0.514 0.191
H -1.150 1.439 -1.125
H -0.975 1.514 1.514
H -2.062 -0.670 0.691
H 2.025 -1.288 0.217
H 0.139 0.042 1.969
H -0.496 0.026 -2.150
*
```

Entry C
A single C6H8S molecule. Source: the Open Molecules 2025 dataset; level of theory: wB97M-V/def2-TZVPD.

Its lowest unoccupied orbital energy (alpha / beta) is -0.0080 / 0.0131 Ha. The calculation puts the gap between HOMO and LUMO (alpha / beta) at 0.2455 / 0.3372 Ha.

```
! wB97M-V def2-TZVPD RIJCOSX def2/J DEFGRID3
* xyz 0 1
C -1.784 -1.016 -0.773
C 1.309 1.032 0.765
C -0.959 0.169 -0.322
H -1.433 -1.869 -0.341
C 2.101 0.685 -0.500
C -0.191 0.715 0.768
S -1.340 1.798 -0.284
H -0.724 0.588 1.673
H 3.103 0.717 -0.162
C 1.670 0.167 -1.624
H -1.859 -1.250 -1.786
H -2.754 -0.738 -0.365
H 0.714 0.121 -2.017
H 1.575 0.358 1.664
H 1.328 2.135 1.177
*
```

Stability ranking, top entry: entry A; the second entry is 10.5 kcal/mol less favorable.

Entry A
A molecular structure, C11H10S. Source: the Open Molecules 2025 dataset; level of theory: wB97M-V/def2-TZVPD.

Its lowest unoccupied orbital energy is 0.0193 Ha. The calculation puts the gap between HOMO and LUMO at 0.3221 Ha.

```
! wB97M-V def2-TZVPD RIJCOSX def2/J DEFGRID3
* xyz 0 1
C 0.711 1.654 -1.057
C -2.731 0.902 -1.058
H -3.363 0.158 -0.577
C 1.834 1.216 -0.478
H -1.504 -1.350 0.984
C -0.467 0.852 -0.613
H 3.396 -0.535 1.235
C -0.439 -1.172 1.027
C 0.143 -0.153 0.309
H -3.333 1.537 -1.705
C 1.741 -1.738 1.896
H 2.353 -2.369 2.524
H -1.241 0.791 -2.651
H -1.441 -0.741 -1.782
H 0.606 2.480 -1.737
C 1.526 0.085 0.381
C 0.377 -1.967 1.824
S -1.809 1.871 0.194
C -1.454 0.345 -1.679
H 2.823 1.615 -0.611
H -0.060 -2.771 2.397
C 2.332 -0.710 1.175
*
```

Entry B
A single C11H10S molecule. Source: the Open Molecules 2025 dataset; level of theory: wB97M-V/def2-TZVPD.

Its lowest unoccupied orbital energy (alpha / beta) is -0.0123 / -0.0122 Ha. The calculation puts the gap between HOMO and LUMO (alpha / beta) at 0.2330 / 0.2331 Ha.

```
! wB97M-V def2-TZVPD RIJCOSX def2/J DEFGRID3
* xyz 0 1
C 0.670 -0.304 1.390
C -0.381 -0.635 2.107
C 0.154 -1.144 -1.047
H 4.244 0.768 -0.327
H -1.973 -0.561 3.589
C 2.156 0.064 -0.636
H -2.111 0.926 -3.205
H 1.636 0.464 3.151
C 0.951 -0.523 -0.101
C 1.816 0.186 2.107
H 3.820 0.716 2.316
H -1.107 -1.975 3.561
H -3.275 0.555 -1.920
C -0.972 -1.818 -1.462
S -2.295 -1.649 -2.367
H -3.441 -0.082 -3.815
C -2.858 0.134 -2.861
H 2.275 0.031 -1.723
C 2.990 0.426 1.561
C 3.166 0.520 0.121
C -1.222 -1.113 2.982
H 0.638 -1.058 -2.054
*
```

Stability ranking, top entry: entry A; the second entry is 147.8 kcal/mol less favorable.

Entry A
A molecular structure, C38H38Br2N5O7RbS6. Source: the Open Molecules 2025 dataset; level of theory: wB97M-V/def2-TZVPD.

Its lowest unoccupied orbital energy is 0.1298 Ha. The calculation puts the gap between HOMO and LUMO at 0.2571 Ha.

```
! wB97M-V def2-TZVPD RIJCOSX def2/J DEFGRID3
* xyz -2 1
O 3.745 0.265 2.368
C -5.233 -6.358 3.857
H -4.386 -2.232 3.166
C -4.769 -4.089 0.535
C 5.967 1.717 0.723
O 2.288 3.433 0.427
C -5.795 -6.713 2.637
H -0.729 -3.736 -3.031
H -4.761 -7.003 5.838
C -1.038 -1.643 -2.565
O -2.162 2.184 -2.894
C 4.775 2.730 0.877
H -5.565 1.369 2.881
H -2.092 -3.005 -3.873
N -4.659 -4.960 1.499
C 2.547 -2.997 -3.661
C 5.785 3.876 0.584
C 4.714 0.225 -2.048
S -8.349 -6.205 0.691
N -5.802 -5.752 1.587
C -2.337 1.859 2.080
C -3.047 0.389 -1.108
C -2.712 -0.348 2.465
H 5.847 3.997 -0.497
H -2.666 0.278 -0.097
C -4.256 1.315 -1.146
H -3.329 -0.604 -1.458
H -5.962 1.798 -2.400
H 2.017 -3.860 -4.039
H -6.725 -8.253 1.482
H 9.289 2.535 -1.417
Rb 1.069 0.522 1.043
C 2.994 -1.999 -4.508
N 3.424 -1.827 -1.760
C -6.830 -5.495 0.757
S 3.642 1.432 3.243
C 4.429 3.959 3.004
O 4.454 1.355 4.445
H 4.088 3.966 4.033
C -1.550 -0.377 -3.242
C -4.964 -1.325 2.995
C -5.200 -7.282 4.889
C 2.770 -2.851 -2.300
H -1.652 -1.891 -1.697
H 2.818 -2.059 -5.575
H 4.796 6.123 2.983
H -0.439 -2.649 -4.395
C -4.060 -0.157 2.729
H 4.027 -0.108 -4.578
C 3.665 -0.921 -3.962
S -1.643 1.027 -2.103
C 7.347 1.496 -1.349
H -3.936 2.352 -1.026
H 4.642 1.171 -2.589
C -4.520 1.155 2.683
H -5.603 -1.519 2.131
C -1.073 -2.826 -3.524
H 2.391 -3.593 -1.605
H -0.878 -0.061 -4.042
S -6.324 -4.212 -0.283
H -2.550 -0.515 -3.661
C 8.374 2.408 -0.854
H -0.017 -1.474 -2.204
H 5.911 0.899 1.443
C -6.301 -7.989 2.439
H -4.479 1.436 -3.291
C -3.657 2.186 2.358
H -2.302 -1.353 2.464
C 3.890 -0.890 -2.585
Br 9.531 4.174 1.035
C 4.335 2.817 2.320
H 7.532 0.975 -2.281
S -3.645 -2.904 0.056
H 7.066 3.001 2.135
C 6.913 2.920 1.060
H -4.813 -5.370 3.972
O 2.257 1.825 3.488
H -4.871 1.064 -0.278
H -6.661 -9.900 3.324
H -5.410 0.126 -2.535
S 3.342 2.728 -0.285
O 2.983 1.338 -0.558
H -3.990 3.212 2.295
N -1.863 0.630 2.137
H 5.997 6.085 0.830
N 5.478 0.060 -1.057
C -5.076 1.160 -2.422
O 3.852 3.416 -1.466
Br -1.128 3.213 1.536
C -6.264 -8.905 3.480
H -5.693 -9.276 5.516
C 6.263 1.149 -0.634
C 4.948 5.199 2.437
C -5.720 -8.556 4.707
C 8.189 3.024 0.310
H -5.603 -1.143 3.862
C 5.601 5.181 1.277
*
```

Entry B
A molecular structure, C38H38Br2N5O7RbS6. Source: the Open Molecules 2025 dataset; level of theory: wB97M-V/def2-TZVPD.

Its lowest unoccupied orbital energy is 0.1196 Ha. The calculation puts the gap between HOMO and LUMO at 0.2162 Ha.

```
! wB97M-V def2-TZVPD RIJCOSX def2/J DEFGRID3
* xyz -2 1
Br -0.147 -4.767 5.086
H 1.823 -4.185 -1.560
C 0.204 4.953 2.100
H -7.107 -1.951 0.345
N 3.606 -3.127 -0.337
H 4.584 -8.017 -2.972
C -0.425 4.474 -1.965
H 2.488 1.184 -6.561
C -0.227 5.925 2.991
C 0.604 -1.385 2.826
H 3.117 5.286 -0.877
C -0.190 1.826 3.911
H -1.075 -3.713 -2.220
O -4.398 2.978 2.935
H -1.066 6.226 4.950
H 0.764 -2.907 -0.815
C -0.517 -2.837 -2.552
H 1.521 -0.292 -6.468
C 2.760 -6.933 -3.312
O -2.995 -2.898 2.359
C -5.168 -1.630 1.201
C -6.419 -1.230 0.770
C -0.697 5.507 4.228
C 1.567 0.755 -6.163
H 1.061 -5.618 -3.415
H -1.403 6.395 -3.674
O -3.351 2.560 0.775
C -0.880 6.804 -2.809
C 0.179 -1.992 5.510
C 1.323 6.067 -1.794
H -1.226 -2.150 -3.017
S 5.138 -6.248 1.547
S 0.228 0.518 -2.215
N 3.981 -4.446 -0.146
H -7.781 0.427 0.586
N 0.529 0.975 3.307
O -2.336 1.692 2.780
O -2.367 -0.899 3.570
H -0.851 1.556 4.736
O -1.767 -1.167 1.193
C 0.485 -0.355 3.758
H -0.588 -1.800 -0.672
H 0.425 -3.497 2.485
O -1.197 0.384 -1.836
H 5.324 -6.586 -1.130
C 1.523 0.876 -4.641
N 0.235 3.658 2.376
C 3.986 -2.330 0.613
S -2.694 -1.473 2.287
C 0.022 5.772 -2.189
H 0.174 -0.793 -4.276
S 3.780 -0.682 0.725
C -4.621 0.624 1.822
H -1.430 4.174 -2.248
C -0.702 4.157 4.513
H -0.207 6.972 2.720
H 1.772 -1.291 -2.569
H -0.317 7.682 -3.120
H 1.733 -0.752 -0.893
H 0.807 -1.142 1.792
H 0.722 1.278 -6.617
C 1.536 3.838 -1.008
H 0.056 -2.241 6.555
Rb -1.185 1.047 0.723
H 1.579 1.930 -4.354
H -6.143 2.065 1.504
H -0.639 0.780 -4.401
H 0.537 5.235 1.105
C 3.958 -7.189 -2.663
C 3.596 -5.320 -1.193
H 0.339 0.109 5.851
C 4.644 -4.754 0.999
C -0.206 3.256 3.567
C 0.334 -0.680 5.109
H -1.644 7.117 -2.093
C 1.104 -1.030 -1.743
H 1.722 7.063 -1.946
H 0.214 -3.155 -3.303
C -6.794 0.102 0.895
S -3.579 2.076 2.141
C 2.405 -5.042 -1.866
C 0.259 0.269 -4.050
C -4.263 -0.720 1.744
H 2.397 0.379 -4.211
C 0.167 -2.982 4.545
H 2.430 -7.563 -4.129
H -4.851 -2.663 1.149
C 0.403 -2.699 3.214
H -1.100 3.785 5.448
N 0.314 3.532 -1.391
C 4.383 -6.389 -1.613
C 2.104 5.091 -1.197
C 0.171 -2.170 -1.363
S 4.825 -3.293 1.916
Br 2.516 2.453 -0.172
C 1.993 -5.848 -2.913
C -5.895 1.016 1.410
*
```

Stability ranking, top entry: entry B; the second entry is 1.2 kcal/mol less favorable.